(1)
Formula: C22H26MnN6O7S
Source: OMol25
Level of theory: the ωB97M-V functional and the def2-TZVPD basis

Energy relative to the best compared isomer or geometry (same formula, charge and spin), kcal per mole: 1.3
Max |F|, eV Å⁻¹: 0.6
Orbital gap (spin up / spin down), eV: 6.226 / 6.358
Expectation value of S²: 0.9633
2S+1: 2
HOMO level (spin up / spin down), Ha: -0.265 / -0.270

CARTESIAN COORDINATES (ANGSTROEM)
Mn (0.19151, -0.63264, 0.48881)
C (0.52093, 2.62589, 0.97311)
C (-0.90962, 2.21069, 0.90198)
C (-1.89229, 3.22918, 0.98076)
C (-3.20948, 2.89828, 1.01134)
C (-3.57201, 1.53651, 0.93777)
C (-4.92614, 1.13483, 0.99031)
C (-5.24139, -0.19307, 0.90583)
C (-4.22857, -1.14544, 0.73488)
C (-2.89716, -0.79091, 0.65793)
S (-1.65820, -1.96592, 0.33355)
C (-2.54359, 0.58096, 0.80147)
N (-1.20541, 0.92836, 0.80548)
H (0.60110, 3.66709, 1.27570)
H (1.01780, 2.48702, 0.01661)
H (1.03215, 2.01403, 1.71844)
H (-1.56374, 4.25646, 1.03696)
H (-3.97989, 3.65459, 1.09192)
H (-5.68946, 1.89401, 1.09890)
H (-6.27127, -0.52056, 0.95343)
H (-4.49436, -2.18961, 0.63444)
C (0.35029, -2.40621, 2.94097)
N (0.36670, -0.95348, 2.67602)
C (-0.72873, -0.35100, 3.44560)
C (1.63782, -0.37588, 3.14658)
C (2.80961, -0.79501, 2.28020)
N (2.64015, -0.32668, 0.89433)
C (3.20275, 1.02633, 0.75178)
C (3.44064, -1.19184, 0.01026)
H (0.61638, -2.60878, 3.98556)
H (1.04507, -2.92838, 2.28513)
H (-0.64220, -2.79106, 2.72492)
H (-0.62749, -0.59424, 4.51116)
H (-1.67901, -0.73671, 3.08146)
H (-0.71711, 0.73243, 3.32993)
H (1.82634, -0.68281, 4.18606)
H (1.53792, 0.71203, 3.15903)
H (2.88300, -1.88253, 2.26788)
H (3.75144, -0.42539, 2.70829)
H (4.29800, 0.98281, 0.80215)
H (2.86482, 1.67745, 1.55763)
H (2.89733, 1.45024, -0.20449)
H (4.50257, -1.13043, 0.28261)
H (3.33050, -0.85528, -1.02016)
H (3.11587, -2.22502, 0.08093)
O (-0.17054, -2.46286, -6.67894)
N (-0.02863, -1.27533, -6.45198)
O (-0.07338, -0.39838, -7.29585)
C (0.19513, -0.87227, -5.07400)
C (0.37223, 0.47686, -4.78166)
C (0.59727, 0.82924, -3.47834)
C (0.58131, -0.08107, -2.36249)
O (0.60519, 0.35820, -1.17815)
C (0.47488, -1.44833, -2.77475)
C (0.26873, -1.83594, -4.08802)
N (0.65670, -2.52901, -1.82963)
O (0.98955, -2.27729, -0.66841)
O (0.56124, -3.66737, -2.21289)
N (0.82664, 2.24620, -3.21695)
O (0.15126, 3.04661, -3.83351)
O (1.69161, 2.54681, -2.41425)
H (0.32832, 1.22448, -5.55918)
H (0.16892, -2.88086, -4.33446)

Löwdin population analysis, charges in e, atoms 1 to 5: 0.47 -0.02 -0.29 -0.01 0.00


(2)
Formula: C22H26N2O3S
Source: OMol25
Level of theory: the ωB97M-V functional and the def2-TZVPD basis

Energy relative to the best compared isomer or geometry (same formula, charge and spin), kcal per mole: 9.1
Max |F|, eV Å⁻¹: 0.7
Orbital gap, eV: 9.171
2S+1: 1
SMILES string: COCCCNC(=O)[C@H](CSCc1ccccc1)N1Cc2ccccc2C1=O
HOMO level, Ha: -0.319

CARTESIAN COORDINATES (ANGSTROEM)
C (-5.23907, -2.94124, 0.97824)
O (-4.28862, -3.34932, 0.03166)
C (-2.96354, -3.25216, 0.50934)
C (-2.01470, -3.62621, -0.62580)
C (-0.54294, -3.46414, -0.23951)
N (-0.19646, -2.07957, -0.01216)
C (0.42320, -1.33691, -0.93402)
O (0.91876, -1.75727, -1.96113)
C (0.54681, 0.16203, -0.57015)
C (1.41785, 0.33857, 0.67420)
S (2.13455, 2.00865, 0.76471)
C (3.46543, 1.85854, -0.50038)
C (4.40694, 0.75107, -0.17045)
C (4.30081, -0.48155, -0.80644)
C (5.15541, -1.51691, -0.46797)
C (6.11843, -1.33346, 0.50876)
C (6.22505, -0.10984, 1.15029)
C (5.37205, 0.92481, 0.81569)
N (-0.72947, 0.83194, -0.42828)
C (-1.06111, 1.94024, -1.30143)
C (-2.37806, 2.40566, -0.77249)
C (-3.21815, 3.41337, -1.19930)
C (-4.39717, 3.62253, -0.49731)
C (-4.72828, 2.84430, 0.60420)
C (-3.88705, 1.83243, 1.03529)
C (-2.71201, 1.62511, 0.33321)
C (-1.64614, 0.63400, 0.55174)
O (-1.59171, -0.22220, 1.42684)
H (-6.21422, -3.03855, 0.50526)
H (-5.20391, -3.57065, 1.87687)
H (-5.07814, -1.89728, 1.27711)
H (-2.77272, -2.22704, 0.85928)
H (-2.82104, -3.93264, 1.36497)
H (-2.20250, -4.66085, -0.91402)
H (-2.23580, -2.99400, -1.48711)
H (-0.32674, -4.03102, 0.67050)
H (0.09229, -3.82584, -1.05132)
H (-0.65333, -1.59918, 0.76291)
H (1.04508, 0.62259, -1.42991)
H (0.82540, 0.21754, 1.57918)
H (2.24057, -0.37702, 0.67964)
H (2.99344, 1.71349, -1.47225)
H (3.95581, 2.83059, -0.47519)
H (3.55180, -0.63688, -1.57044)
H (5.06215, -2.46878, -0.96901)
H (6.78435, -2.14196, 0.77158)
H (6.97407, 0.03735, 1.91435)
H (5.44564, 1.87688, 1.32143)
H (-1.12362, 1.60621, -2.34356)
H (-0.29646, 2.72365, -1.23194)
H (-2.96821, 4.02377, -2.05390)
H (-5.06957, 4.40598, -0.81374)
H (-5.65297, 3.03260, 1.12865)
H (-4.12675, 1.21998, 1.89063)

Löwdin population analysis, charges in e, atoms 1 to 5: -0.12 -0.19 -0.24 -0.14 -0.16


(3)
Formula: C22H26N2O5
Source: OMol25
Level of theory: the ωB97M-V functional and the def2-TZVPD basis

Energy relative to the best compared isomer or geometry (same formula, charge and spin), kcal per mole: 74.7
Max |F|, eV Å⁻¹: 1.3
Orbital gap, eV: 7.980
2S+1: 1
SMILES string: COc1ccc(/C=C(/NC(=O)c2ccco2)C(=O)N2CCCCCC2)cc1OC
HOMO level, Ha: -0.278

CARTESIAN COORDINATES (ANGSTROEM)
C (4.63417, -4.86623, 0.89398)
O (3.53811, -4.51884, 0.08717)
C (3.17945, -3.20734, 0.01297)
C (3.79935, -2.16779, 0.68561)
C (3.35303, -0.86398, 0.53967)
C (2.26245, -0.57029, -0.26935)
C (1.79817, 0.80304, -0.38224)
C (0.53586, 1.20692, -0.59527)
N (0.25343, 2.56026, -0.75727)
C (-0.99635, 3.10949, -0.76090)
O (-2.00635, 2.50459, -0.45763)
C (-1.00745, 4.53039, -1.12920)
C (-2.06840, 5.39216, -1.24505)
C (-1.52590, 6.63386, -1.63771)
C (-0.18013, 6.44191, -1.73198)
O (0.14680, 5.17881, -1.42795)
C (-0.63144, 0.29029, -0.87258)
O (-1.03086, 0.19572, -2.02245)
N (-1.12684, -0.43260, 0.14855)
C (-0.66087, -0.33673, 1.51290)
C (-1.32185, 0.81560, 2.27555)
C (-2.78133, 0.54544, 2.62870)
C (-3.63605, 0.19081, 1.41180)
C (-3.37253, -1.22798, 0.90251)
C (-2.24807, -1.30710, -0.13171)
C (1.65076, -1.61542, -0.97106)
C (2.09052, -2.91753, -0.84227)
O (1.55286, -3.98581, -1.49143)
C (0.51018, -3.75233, -2.40727)
H (5.55572, -4.38061, 0.55518)
H (4.45826, -4.61520, 1.94574)
H (4.74049, -5.94548, 0.79583)
H (4.64183, -2.36027, 1.33070)
H (3.85198, -0.07185, 1.07832)
H (2.55825, 1.56370, -0.23953)
H (1.03574, 3.17523, -0.94039)
H (-3.09561, 5.14850, -1.07067)
H (-2.06043, 7.54213, -1.82459)
H (0.62097, 7.10434, -1.99623)
H (0.42234, -0.19917, 1.51235)
H (-0.87416, -1.28793, 2.00587)
H (-1.27272, 1.71026, 1.65552)
H (-0.75539, 1.00158, 3.19081)
H (-3.18959, 1.44237, 3.09934)
H (-2.83816, -0.26507, 3.36136)
H (-4.68696, 0.27052, 1.69769)
H (-3.44673, 0.91175, 0.61630)
H (-3.15194, -1.87933, 1.75186)
H (-4.27246, -1.62065, 0.42535)
H (-1.88891, -2.34365, -0.20104)
H (-2.62288, -1.00644, -1.11325)
H (0.84780, -1.38298, -1.64759)
H (0.24968, -4.73056, -2.80828)
H (-0.36740, -3.31274, -1.92256)
H (0.82960, -3.09781, -3.22418)

Löwdin population analysis, charges in e, atoms 1 to 5: -0.09 -0.06 -0.20 -0.02 -0.04


(4)
Formula: C22H26N2O6S
Source: OMol25
Level of theory: the ωB97M-V functional and the def2-TZVPD basis

Energy relative to the best compared isomer or geometry (same formula, charge and spin), kcal per mole: 32.3
Max |F|, eV Å⁻¹: 0.9
Orbital gap, eV: 8.736
2S+1: 1
SMILES string: O=C(COc1ccc(S(=O)(=O)NC2CCCCC2)cc1)Nc1ccc2c(c1)OCCO2
HOMO level, Ha: -0.299

CARTESIAN COORDINATES (ANGSTROEM)
O (-0.59841, 3.32817, 5.99551)
C (-0.15680, 2.74142, 5.03196)
C (-1.01482, 2.51131, 3.78173)
O (-0.88012, 1.18075, 3.32635)
C (-0.62050, 0.90740, 2.02706)
C (-0.15783, -0.38932, 1.77517)
C (0.20109, -0.76216, 0.49848)
C (0.09373, 0.15334, -0.53357)
S (0.64714, -0.26694, -2.17065)
O (1.16130, -1.61154, -2.15179)
O (1.51040, 0.76250, -2.67870)
N (-0.77823, -0.14554, -3.02316)
C (-1.70770, -1.24830, -2.85716)
C (-1.39774, -2.42536, -3.78227)
C (-2.39401, -3.55881, -3.55564)
C (-3.82301, -3.06862, -3.77027)
C (-4.12955, -1.89765, -2.84125)
C (-3.14059, -0.75835, -3.07064)
C (-0.40949, 1.41764, -0.31164)
C (-0.78360, 1.79629, 0.96421)
N (1.10696, 2.25946, 5.01677)
C (1.82621, 1.61324, 3.98987)
C (2.50032, 0.42973, 4.27637)
C (3.21923, -0.21502, 3.29087)
C (3.27873, 0.30005, 2.00151)
C (2.63180, 1.50776, 1.71831)
C (1.92608, 2.16268, 2.71971)
O (2.66907, 2.08260, 0.48246)
C (3.65727, 1.54673, -0.37847)
C (3.72562, 0.02641, -0.27095)
O (3.98599, -0.38510, 1.05719)
H (-0.72426, 3.24692, 3.02804)
H (-2.05687, 2.69516, 4.06859)
H (-0.06156, -1.06774, 2.60709)
H (0.58686, -1.74728, 0.28597)
H (-0.62109, 0.12214, -3.98304)
H (-1.58693, -1.56795, -1.81569)
H (-1.45743, -2.08599, -4.82028)
H (-0.37938, -2.76560, -3.58947)
H (-2.17522, -4.38190, -4.23816)
H (-2.28762, -3.93236, -2.53517)
H (-3.94555, -2.74939, -4.80766)
H (-4.52689, -3.88230, -3.58561)
H (-4.06105, -2.23092, -1.80346)
H (-5.14695, -1.54104, -3.01295)
H (-3.34366, 0.06902, -2.38906)
H (-3.23837, -0.38551, -4.09248)
H (-0.49090, 2.09843, -1.14296)
H (-1.18983, 2.78384, 1.11712)
H (1.56602, 2.29728, 5.91930)
H (2.45031, 0.01213, 5.26995)
H (3.74103, -1.13579, 3.49519)
H (1.47509, 3.11115, 2.47859)
H (3.36615, 1.83240, -1.39004)
H (4.63309, 1.98060, -0.12114)
H (4.54413, -0.36323, -0.87745)
H (2.78235, -0.40683, -0.62258)

Löwdin population analysis, charges in e, atoms 1 to 5: 0.07 -0.45 -0.08 -0.02 -0.27


max |F| of number 2 (C22H26N2O3S)?
0.7 eV Å⁻¹